1.
{
  "formula": "C16H34BNOsP2",
  "method": "ωB97M-V/def2-TZVPD",
  "symbols": ["P", "P", "C", "C", "H", "H", "H", "H", "C", "H", "H", "H", "C", "H", "H", "H", "C", "H", "H", "H", "C", "H", "H", "H", "Os", "C", "C", "C", "C", "C", "C", "C", "C", "C", "H", "H", "H", "H", "H", "H", "H", "H", "H", "H", "H", "H", "H", "H", "H", "B", "C", "N", "H", "H", "H"],
  "coordinates": [[-1.700, 1.702, -0.612], [0.199, -0.281, 3.172], [-0.898, -1.329, 0.505], [-0.787, -1.396, 2.049], [-0.896, -2.382, 0.111], [-1.904, -0.935, 0.178], [-1.811, -1.309, 2.460], [-0.375, -2.393, 2.332], [1.845, -0.511, 2.371], [2.584, 0.050, 2.964], [1.844, -0.127, 1.316], [2.077, -1.588, 2.371], [0.323, -1.331, 4.629], [1.164, -2.020, 4.522], [-0.598, -1.905, 4.748], [0.474, -0.721, 5.518], [-1.580, 2.750, -2.106], [-2.467, 3.395, -2.183], [-1.487, 2.128, -3.006], [-0.674, 3.363, -2.003], [-3.391, 1.000, -0.714], [-3.732, 0.744, 0.300], [-3.397, 0.087, -1.334], [-4.065, 1.751, -1.156], [0.503, -0.246, -0.712], [1.300, -2.025, -1.019], [2.324, -1.005, -1.086], [2.908, -0.571, -2.396], [1.781, -0.261, -3.381], [0.565, 0.243, -2.640], [-0.587, -0.593, -2.352], [-0.633, -2.057, -2.681], [0.647, -2.762, -2.180], [-1.816, 2.886, 0.759], [1.379, -2.664, -0.133], [3.032, -1.041, -0.256], [3.606, -1.307, -2.814], [3.496, 0.340, -2.235], [2.102, 0.535, -4.069], [1.546, -1.144, -3.988], [0.325, 1.282, -2.868], [-1.549, -0.088, -2.479], [-0.751, -2.207, -3.764], [-1.509, -2.517, -2.192], [0.350, -3.755, -1.802], [1.371, -2.923, -2.988], [-1.889, 2.325, 1.704], [-2.701, 3.514, 0.611], [-0.904, 3.493, 0.788], [0.626, 2.328, 3.442], [1.043, 2.299, 1.929], [1.284, 2.227, 0.780], [-0.407, 1.573, 3.622], [0.296, 3.436, 3.782], [1.513, 1.942, 4.186]],
  "spin_multiplicity": 5,
  "s2": 6.023,
  "e_tot_ev": -40331.3110,
  "charge": 2
}


2.
{
  "formula": "C16H34Cl17S2",
  "method": "ωB97M-V/def2-TZVPD",
  "symbols": ["S", "S", "Cl", "H", "H", "Cl", "C", "C", "Cl", "H", "H", "H", "H", "Cl", "C", "C", "Cl", "H", "H", "H", "H", "Cl", "C", "C", "Cl", "H", "H", "H", "H", "Cl", "C", "C", "Cl", "H", "H", "H", "H", "Cl", "C", "C", "Cl", "H", "H", "H", "H", "Cl", "C", "C", "Cl", "H", "H", "H", "H", "Cl", "C", "C", "Cl", "H", "H", "H", "H", "Cl", "C", "C", "Cl", "H", "H", "H", "H"],
  "coordinates": [[-2.738, 2.094, 2.489], [-2.354, 0.634, 1.185], [-1.247, 1.364, -0.292], [-3.367, 2.960, 1.674], [-3.498, 0.454, 0.499], [1.158, 3.468, 3.663], [1.067, 3.802, 1.909], [0.795, 5.254, 1.624], [-0.860, 5.712, 2.126], [0.286, 3.172, 1.491], [2.021, 3.501, 1.488], [0.868, 5.464, 0.559], [1.508, 5.885, 2.144], [-1.552, -2.463, -0.372], [0.192, -2.049, -0.333], [1.060, -3.258, -0.555], [0.976, -4.392, 0.810], [0.405, -1.587, 0.628], [0.366, -1.324, -1.126], [2.099, -2.947, -0.650], [0.774, -3.794, -1.455], [4.701, 2.237, 0.654], [4.604, 2.586, -1.096], [4.318, 4.038, -1.358], [2.674, 4.490, -0.811], [3.832, 1.948, -1.515], [5.562, 2.316, -1.535], [4.374, 4.243, -2.425], [5.022, 4.688, -0.842], [4.035, -5.643, -0.934], [3.070, -7.111, -0.624], [3.941, -8.293, -0.289], [4.890, -8.824, -1.700], [2.469, -7.305, -1.508], [2.410, -6.888, 0.211], [3.319, -9.132, 0.015], [4.636, -8.060, 0.514], [3.920, 6.970, 2.846], [4.548, 5.359, 2.400], [6.050, 5.306, 2.370], [6.713, 6.258, 1.017], [4.129, 5.100, 1.432], [4.168, 4.658, 3.143], [6.370, 4.276, 2.223], [6.481, 5.682, 3.293], [-6.668, 1.508, -0.064], [-7.075, 2.899, 0.982], [-6.584, 4.198, 0.408], [-4.792, 4.270, 0.391], [-6.643, 2.709, 1.960], [-8.159, 2.921, 1.080], [-6.934, 5.028, 1.017], [-6.913, 4.345, -0.616], [4.209, -6.504, -4.656], [4.367, -8.167, -5.280], [4.216, -8.229, -6.776], [2.550, -7.862, -7.297], [3.622, -8.779, -4.780], [5.356, -8.520, -4.997], [4.444, -9.235, -7.122], [4.880, -7.527, -7.270], [-10.633, 2.405, 1.196], [-10.804, 0.733, 1.801], [-10.397, 0.610, 3.244], [-8.639, 0.842, 3.467], [-10.206, 0.089, 1.163], [-11.852, 0.464, 1.692], [-10.634, -0.388, 3.605], [-10.907, 1.341, 3.865]],
  "e_tot_ev": -251689.6430,
  "charge": 1
}


3.
{
  "formula": "C16H34F6MnN2O6",
  "method": "ωB97M-V/def2-TZVPD",
  "symbols": ["Mn", "C", "O", "O", "C", "F", "F", "F", "C", "C", "H", "H", "H", "H", "H", "H", "C", "O", "O", "C", "F", "F", "F", "C", "C", "H", "H", "H", "H", "H", "H", "C", "C", "C", "O", "C", "N", "H", "H", "H", "H", "H", "H", "H", "H", "H", "H", "H", "C", "C", "C", "O", "C", "N", "H", "H", "H", "H", "H", "H", "H", "H", "H", "H", "H"],
  "coordinates": [[-0.079, 0.022, -0.511], [0.285, 3.164, -1.056], [-0.072, 3.418, 0.331], [0.437, 1.893, -1.285], [-0.781, 3.818, -1.969], [-2.052, 3.628, -1.552], [-0.605, 5.165, -2.057], [-0.706, 3.355, -3.217], [-0.061, 4.765, 0.743], [-0.030, 4.818, 2.253], [-0.002, 5.860, 2.582], [-0.930, 4.387, 2.694], [0.859, 4.319, 2.637], [-0.918, 5.321, 0.347], [0.830, 5.288, 0.362], [1.226, 3.730, -1.246], [1.982, -2.236, -1.749], [1.589, -3.281, -0.823], [1.347, -1.120, -1.548], [3.531, -2.068, -1.635], [3.913, -0.785, -1.616], [4.047, -2.659, -0.517], [4.144, -2.666, -2.697], [1.802, -4.594, -1.292], [1.376, -5.588, -0.214], [1.279, -6.589, -0.641], [2.100, -5.648, 0.600], [0.402, -5.335, 0.211], [2.861, -4.763, -1.513], [1.212, -4.776, -2.199], [1.801, -2.635, -2.774], [-3.969, 0.642, -2.463], [-2.654, 0.661, -1.688], [-2.919, 0.913, -0.210], [-1.708, 0.909, 0.544], [-1.884, 1.426, 1.847], [-1.845, -0.581, -1.873], [-4.588, 1.500, -2.196], [-4.537, -0.269, -2.268], [-3.743, 0.711, -3.527], [-2.042, 1.475, -2.065], [-3.610, 0.160, 0.200], [-3.390, 1.898, -0.129], [-2.427, 2.370, 1.802], [-0.889, 1.615, 2.244], [-2.414, 0.715, 2.490], [-2.443, -1.375, -1.648], [-1.671, -0.672, -2.871], [0.174, -2.944, 2.842], [0.073, -1.662, 2.021], [1.417, -0.974, 1.961], [1.340, 0.204, 1.176], [2.470, 1.055, 1.310], [-0.448, -1.866, 0.661], [0.805, -3.697, 2.365], [-0.816, -3.374, 3.000], [0.611, -2.733, 3.822], [-0.632, -1.018, 2.556], [2.205, -1.637, 1.581], [1.693, -0.698, 2.989], [3.334, 0.642, 0.781], [2.717, 1.219, 2.364], [2.211, 2.008, 0.854], [0.155, -2.534, 0.164], [-1.365, -2.300, 0.718]],
  "spin_multiplicity": 6,
  "s2": 8.753,
  "e_above_lowest_kj_mol": 0.0
}


4.
{
  "formula": "C16H34N2O3",
  "method": "ωB97M-V/def2-TZVPD",
  "symbols": ["C", "C", "N", "C", "O", "C", "C", "O", "C", "C", "C", "N", "C", "C", "C", "C", "O", "C", "C", "C", "C", "H", "H", "H", "H", "H", "H", "H", "H", "H", "H", "H", "H", "H", "H", "H", "H", "H", "H", "H", "H", "H", "H", "H", "H", "H", "H", "H", "H", "H", "H", "H", "H", "H", "H"],
  "coordinates": [[1.563, -0.837, 2.819], [2.850, 0.104, 2.849], [3.193, 0.722, 1.543], [3.811, -0.261, 0.598], [3.676, 0.042, -0.785], [2.398, -0.255, -1.364], [1.946, -1.787, -1.319], [0.526, -1.997, -1.527], [-0.142, -2.196, -0.250], [-1.673, -2.595, -0.570], [-2.437, -1.335, -1.208], [-3.521, -0.785, -0.317], [-2.943, -0.229, 0.957], [-3.108, -1.209, 2.213], [-4.012, 0.421, -1.047], [-5.529, 0.517, -1.586], [-3.306, 1.429, -1.259], [1.217, 0.768, -0.928], [1.567, 2.257, -1.465], [2.662, 3.012, -0.587], [0.255, 3.197, -1.465], [1.506, -1.367, 3.832], [0.602, -0.314, 2.529], [1.709, -1.684, 2.056], [3.763, -0.395, 3.343], [2.586, 0.975, 3.552], [3.909, 1.451, 1.685], [4.941, -0.224, 0.822], [3.477, -1.290, 0.931], [2.523, -0.024, -2.485], [2.234, -2.364, -0.389], [2.468, -2.313, -2.196], [-0.155, -1.260, 0.391], [0.313, -3.052, 0.344], [-2.200, -3.055, 0.323], [-1.594, -3.397, -1.386], [-2.885, -1.662, -2.209], [-1.642, -0.540, -1.416], [-1.846, 0.022, 0.729], [-3.467, 0.753, 1.203], [-2.157, -1.197, 2.854], [-3.392, -2.270, 1.919], [-3.960, -0.799, 2.852], [-5.848, 1.591, -1.363], [-5.481, 0.309, -2.706], [-6.181, -0.233, -1.040], [0.997, 0.741, 0.182], [0.228, 0.510, -1.454], [1.932, 2.133, -2.547], [2.464, 3.007, 0.528], [3.701, 2.601, -0.852], [2.688, 4.105, -0.942], [-0.503, 2.841, -2.235], [0.521, 4.275, -1.724], [-0.244, 3.140, -0.433]],
  "e_above_lowest_kj_mol": 518.3,
  "smiles": "CCNCO[C@@H](COCCCN(CC)C(C)=O)CC(C)C"
}


5.
{
  "formula": "C16H34N3O10PS2",
  "method": "ωB97M-V/def2-TZVPD",
  "symbols": ["C", "C", "C", "P", "C", "C", "C", "C", "C", "O", "C", "C", "O", "C", "C", "N", "N", "N", "H", "H", "H", "H", "H", "H", "H", "H", "H", "H", "H", "H", "H", "H", "H", "H", "H", "H", "H", "H", "H", "H", "H", "H", "H", "H", "O", "S", "O", "O", "C", "C", "O", "H", "H", "H", "H", "O", "S", "O", "O", "C", "C", "O", "H", "H", "H", "H"],
  "coordinates": [[3.414, -4.456, 2.549], [2.096, -3.971, 2.058], [0.715, -4.844, 1.924], [0.152, -5.207, 0.136], [1.087, -4.143, -1.161], [1.807, -5.059, -2.356], [3.130, -4.283, -3.022], [2.715, -2.896, -3.823], [2.807, -1.542, -2.877], [2.169, -0.352, -3.490], [2.053, 0.759, -2.533], [1.145, 0.760, -1.154], [2.746, 1.900, -2.793], [-1.676, -4.541, 0.035], [-2.687, -5.551, -0.768], [-2.189, -6.983, -0.887], [-4.011, -5.554, 0.024], [-3.052, -5.101, -2.173], [4.343, -4.276, 1.821], [3.543, -4.934, 3.631], [2.048, -2.829, 1.717], [0.786, -5.898, 2.477], [-0.120, -4.238, 2.523], [1.951, -3.510, -0.689], [0.384, -3.379, -1.739], [1.050, -5.445, -3.160], [2.245, -6.006, -1.782], [3.975, -4.132, -2.222], [3.576, -5.008, -3.859], [1.689, -3.015, -4.383], [3.545, -2.751, -4.667], [3.960, -1.325, -2.659], [2.307, -1.686, -1.828], [0.229, 1.506, -1.209], [0.793, -0.330, -0.830], [1.878, 1.116, -0.288], [-1.676, -3.512, -0.527], [-2.090, -4.409, 1.144], [-1.914, -7.282, 0.076], [-1.384, -6.985, -1.552], [-3.783, -5.779, 1.020], [-4.447, -4.598, 0.012], [-3.004, -4.064, -2.284], [-2.428, -5.588, -2.870], [-2.034, 2.147, 0.311], [-2.761, 3.394, 0.239], [-4.198, 3.461, 0.108], [-2.090, 4.308, -0.932], [-1.642, 5.543, -0.375], [-1.311, 5.236, 1.083], [-2.316, 4.317, 1.508], [-2.460, 6.266, -0.449], [-0.775, 5.917, -0.925], [-1.318, 6.131, 1.709], [-0.340, 4.738, 1.170], [-0.134, 10.901, 1.350], [-0.505, 9.688, 2.046], [-0.611, 8.406, 1.390], [-1.889, 9.971, 2.859], [-1.679, 9.736, 4.251], [-0.201, 10.025, 4.495], [0.472, 9.525, 3.341], [-1.916, 8.688, 4.458], [-2.330, 10.380, 4.848], [0.174, 9.541, 5.400], [-0.014, 11.102, 4.555]],
  "smiles": "C=CCP(CCCCCOC(C)=O)CC(N)(N)N.O=S1(=O)OCCO1.O=S1(=O)OCCO1",
  "e_tot_ev": -73036.4989
}


6.
{
  "formula": "C16H36GaN2O7",
  "method": "ωB97M-V/def2-TZVPD",
  "symbols": ["N", "C", "O", "C", "C", "Ga", "C", "C", "C", "C", "O", "O", "C", "O", "N", "O", "H", "H", "H", "H", "H", "H", "H", "H", "H", "H", "H", "H", "H", "H", "H", "H", "C", "C", "O", "C", "C", "H", "H", "H", "H", "H", "H", "H", "H", "H", "H", "C", "C", "O", "C", "C", "H", "H", "H", "H", "H", "H", "H", "H", "H", "H"],
  "coordinates": [[-2.122, 5.443, 7.792], [-2.099, 4.610, 6.530], [-2.714, 3.416, 6.480], [-1.351, 5.195, 5.180], [-0.980, 3.973, 4.110], [0.534, 2.846, 5.051], [1.169, 1.232, 3.888], [0.105, 0.788, 2.721], [0.461, -0.805, 2.364], [-0.422, -1.848, 3.327], [-1.001, -1.294, 4.414], [-0.591, -3.287, 3.027], [2.213, 4.114, 5.183], [2.625, 4.212, 6.592], [3.699, 3.412, 6.733], [3.395, 2.515, 7.528], [-2.309, 4.828, 8.614], [-1.205, 5.913, 7.983], [-0.385, 5.786, 5.534], [-2.115, 5.907, 4.617], [-0.532, 4.501, 3.167], [-1.921, 3.294, 3.873], [0.046, 2.363, 6.530], [1.251, 0.317, 4.636], [2.258, 1.417, 3.437], [-1.030, 0.940, 3.015], [0.257, 1.391, 1.706], [1.596, -1.015, 2.667], [0.352, -1.045, 1.220], [0.181, -3.828, 3.374], [3.122, 3.633, 4.578], [2.007, 5.156, 4.677], [-0.210, -3.722, -2.549], [-0.635, -2.614, -1.598], [0.083, -1.397, -1.787], [-0.029, -0.787, -3.071], [-1.455, -0.421, -3.444], [0.863, -3.926, -2.445], [-0.766, -4.641, -2.338], [-0.391, -3.455, -3.592], [-0.437, -2.939, -0.572], [-1.712, -2.432, -1.661], [0.428, -1.427, -3.833], [0.573, 0.128, -3.036], [-2.102, -1.299, -3.501], [-1.478, 0.077, -4.418], [-1.885, 0.254, -2.696], [-1.320, -3.928, -7.461], [-0.853, -2.583, -6.928], [0.327, -2.666, -6.132], [1.489, -3.186, -6.773], [1.930, -2.372, -7.978], [-1.501, -4.626, -6.635], [-2.245, -3.811, -8.034], [-0.577, -4.386, -8.118], [-1.637, -2.170, -6.285], [-0.711, -1.864, -7.740], [1.335, -4.236, -7.040], [2.291, -3.172, -6.027], [1.168, -2.356, -8.762], [2.845, -2.792, -8.407], [2.123, -1.333, -7.689]],
  "e_tot_ev": -86856.2130,
  "charge": -1
}


7.
{
  "formula": "C16H36N4O7V",
  "method": "ωB97M-V/def2-TZVPD",
  "symbols": ["V", "C", "C", "O", "O", "H", "H", "H", "C", "C", "O", "H", "H", "H", "H", "H", "C", "O", "N", "C", "C", "H", "H", "H", "H", "H", "H", "H", "C", "O", "N", "C", "C", "H", "H", "H", "H", "H", "H", "H", "C", "O", "N", "C", "C", "H", "H", "H", "H", "H", "H", "H", "C", "O", "N", "C", "C", "H", "H", "H", "H", "H", "H", "H"],
  "coordinates": [[-0.504, -0.705, 0.733], [0.997, -3.133, 3.825], [0.528, -2.263, 2.705], [1.065, -2.265, 1.577], [-0.487, -1.488, 2.884], [2.082, -3.216, 3.762], [0.526, -4.116, 3.816], [0.710, -2.707, 4.786], [-4.452, -2.417, -0.946], [-2.941, -2.136, -1.031], [-2.332, -1.990, 0.225], [-4.536, -3.395, -0.472], [-4.871, -2.474, -1.951], [-5.002, -1.707, -0.329], [-2.732, -1.315, -1.717], [-2.481, -3.035, -1.441], [-1.219, 2.198, -1.098], [-1.150, 1.010, -0.722], [-0.618, 2.744, -2.176], [-0.671, 4.222, -2.332], [0.473, 2.013, -2.929], [-1.700, 2.955, -0.459], [-1.387, 4.658, -1.636], [-0.778, 4.416, -3.400], [0.289, 4.647, -2.038], [1.435, 2.318, -2.517], [0.438, 0.929, -2.826], [0.491, 2.362, -3.962], [-2.007, 1.704, 2.696], [-1.249, 1.087, 1.949], [-3.324, 1.861, 2.414], [-4.182, 2.566, 3.400], [-4.020, 1.368, 1.263], [-1.743, 2.184, 3.651], [-3.575, 2.811, 4.272], [-4.938, 1.877, 3.776], [-4.740, 3.430, 3.040], [-3.949, 1.999, 0.378], [-3.515, 0.451, 0.959], [-5.033, 0.981, 1.369], [2.330, 1.431, 0.696], [1.443, 0.556, 0.847], [3.632, 1.138, 0.697], [4.569, 2.209, 0.445], [4.143, -0.169, 1.000], [2.174, 2.491, 0.444], [4.931, 2.637, 1.380], [4.105, 2.992, -0.156], [5.397, 1.818, -0.147], [3.362, -0.796, 1.430], [4.543, -0.701, 0.137], [4.933, -0.062, 1.743], [0.822, -1.813, -2.097], [0.618, -1.317, -0.988], [1.964, -2.520, -2.287], [2.933, -2.819, -1.289], [2.216, -3.157, -3.535], [0.156, -1.785, -2.973], [3.106, -3.892, -1.202], [2.861, -2.358, -0.304], [3.874, -2.487, -1.728], [2.614, -4.167, -3.433], [1.370, -3.120, -4.221], [3.006, -2.537, -3.957]],
  "spin_multiplicity": 4,
  "s2": 3.754,
  "e_above_lowest_kj_mol": 173.9
}


Quick rundown of F_max, same order as above: 7.4 0.6 2.0 3.6 8.9 9.0 3.4 eV Å⁻¹